one:
{"formula": "H2NO", "method": "the ωB97M-V functional and the def2-TZVPD basis", "elements": ["N", "O", "H", "H"], "xyz": [[-0.158, 0.313, -0.035], [1.223, -0.167, 0.075], [-0.597, 0.082, 0.796], [-0.469, -0.228, -0.837]], "mulliken_charge": [-0.480, -0.825, 0.149, 0.156], "smiles": "N[O-]", "multiplicity": 1, "charge": -1, "gap_ha": 0.2459, "lumo_ev": 6.0}


two:
{"formula": "H2NO", "method": "the ωB97M-V functional and the def2-TZVPD basis", "elements": ["N", "O", "H", "H"], "xyz": [[0.554, 0.381, 1.898], [-0.126, 0.095, -1.483], [-0.762, -0.644, -1.295], [0.333, 0.168, 0.880]], "mulliken_charge": [-0.371, -1.115, 0.143, 0.343], "multiplicity": 1, "charge": -1, "gap_ha": [0.2094, 0.2110], "lumo_ev": [3.3, 3.3]}


The structure shown above that is least stable: two.